Formula: C26H28N6O2
Source: the OMol25 dataset
Level of theory: ωB97M-V with the def2-TZVPD basis set

XYZ file:
```
62
Properties=species:S:1:pos:R:3:forces:R:3:lowdin_charge:R:1
C -4.8990 -4.2912 -0.3731 0.0 0.0 -0.1 -0.03
N -4.4341 -2.9249 -0.3071 0.6 -0.5 -0.1 -0.13
C -5.3516 -1.8154 -0.1270 -0.2 0.3 0.0 -0.12
C -4.4351 -0.5682 -0.0946 -0.9 0.7 0.1 -0.08
C -3.0633 -1.1020 -0.2658 1.0 -0.4 -0.2 -0.14
C -3.1485 -2.5077 -0.4300 0.0 0.3 0.3 -0.17
C -1.9919 -3.2598 -0.6963 0.0 -0.1 -0.2 0.00
C -0.7749 -2.6104 -0.7420 0.0 0.4 0.8 -0.02
C -0.6430 -1.2204 -0.3735 -0.2 -0.6 -0.4 -0.17
C 0.6006 -0.5543 -0.2110 0.6 -1.6 -1.7 0.07
C 1.8420 -1.2042 0.0240 0.1 -0.5 0.5 -0.18
C 3.0529 -0.4651 -0.1934 0.3 -0.6 -0.4 0.05
C 4.2615 -1.1267 -0.2451 -1.0 -0.2 0.2 -0.15
C 4.3271 -2.5359 -0.0964 0.0 0.1 0.1 -0.16
N 5.6064 -2.9724 -0.2403 -0.6 -0.4 0.0 -0.13
C 6.0733 -4.3365 -0.1599 0.0 -0.1 0.1 -0.03
C 6.5399 -1.8803 -0.4258 0.1 0.3 0.1 -0.13
C 5.6422 -0.6236 -0.4613 0.8 0.7 -0.2 -0.09
C 3.1663 -3.2760 0.2047 0.0 0.1 0.1 0.01
C 1.9648 -2.6044 0.3544 0.3 0.4 -0.5 -0.01
C -1.8462 -0.4658 -0.2428 -0.5 -0.1 0.0 0.07
H -4.0520 -4.9849 -0.3297 -0.2 0.2 0.0 0.08
H -5.5746 -4.5033 0.4662 0.2 0.0 -0.1 0.09
H -5.4596 -4.4814 -1.3002 0.1 0.0 0.1 0.09
H -6.0644 -1.7711 -0.9612 0.1 0.0 0.1 0.12
H -5.9305 -1.9352 0.7978 0.1 0.0 -0.1 0.12
H -4.6943 0.1226 -0.9059 0.1 0.0 0.3 0.13
H -4.5390 -0.0324 0.8554 0.0 0.0 -0.2 0.13
H -2.0719 -4.3278 -0.8813 0.1 0.2 -0.2 0.10
H 0.1026 -3.1645 -1.0760 -0.3 0.2 0.1 0.11
H 0.6300 0.4779 -0.5581 -0.1 -0.2 0.7 0.09
H 2.9895 0.6035 -0.4106 0.0 -0.3 0.2 0.13
H 5.2275 -5.0309 -0.1465 0.2 0.2 0.0 0.08
H 6.7136 -4.5755 -1.0193 -0.2 0.1 0.1 0.09
H 6.6797 -4.5030 0.7421 -0.2 0.1 -0.1 0.10
H 7.2539 -1.8424 0.4075 -0.1 0.0 -0.1 0.12
H 7.1216 -2.0116 -1.3458 -0.1 0.0 0.1 0.12
H 5.7411 -0.1093 -1.4233 0.0 0.1 0.2 0.12
H 5.9398 0.0644 0.3376 -0.1 0.0 -0.3 0.13
H 3.2350 -4.3536 0.3243 -0.2 0.2 0.2 0.10
H 1.0862 -3.1792 0.6472 0.3 0.3 0.1 0.11
H -1.7845 0.6119 -0.1080 0.0 -0.3 0.1 0.09
C -3.5246 5.1959 -1.1703 -0.2 0.0 -0.1 -0.03
N -2.3603 4.7097 -0.4550 0.5 -0.1 0.8 0.01
C -1.8973 5.6192 0.4934 1.3 0.2 1.0 -0.42
O -2.3920 6.7351 0.6456 0.1 -0.8 -0.2 0.04
N -0.7964 5.2229 1.2895 -1.8 1.5 -1.0 -0.01
C -0.2802 6.1981 2.2286 -0.2 -0.1 -0.2 -0.02
C -0.2236 4.0201 1.1055 0.7 -2.4 -0.7 -0.29
C -0.7407 3.0371 0.2081 0.0 1.9 1.4 -0.16
C -1.9646 3.3391 -0.5339 0.5 -0.8 0.0 -0.35
O -2.6409 2.5420 -1.1900 0.3 0.5 0.2 0.01
N 0.0350 1.9178 0.3759 1.2 0.6 0.8 0.01
C 0.9996 2.2776 1.2902 -2.2 1.2 -1.2 -0.22
N 0.8667 3.5542 1.7617 -0.4 -0.3 -0.4 0.08
H -3.7509 4.4966 -1.9694 0.0 0.0 0.1 0.08
H -4.3707 5.2931 -0.4779 0.1 -0.1 -0.3 0.10
H -3.3057 6.1938 -1.5629 -0.1 -0.3 0.0 0.09
H 0.6382 5.7770 2.6300 0.0 0.2 0.1 0.07
H -0.1151 7.1242 1.6765 0.1 0.1 0.3 0.09
H -1.0323 6.3624 3.0037 0.2 0.2 0.1 0.09
H 1.8166 1.6548 1.6410 -0.3 -0.2 -0.2 0.09
```
Positions in Å, forces in eV/Å.

For the energy above the lowest of the compared OMol25 structures with the same formula, charge and spin, the calculation gives 29.9 kcal/mol. Its total charge is 0. As for the spin multiplicity: 1.

Formula: C4H4N2O3SSr
Source: the OMol25 dataset
Level of theory: ωB97M-V with the def2-TZVPD basis set

XYZ file:
```
15
Properties=species:S:1:pos:R:3:forces:R:3:lowdin_charge:R:1
O 0.2462 2.9109 -2.8428 0.1 -3.2 1.7 0.14
C 0.2812 1.9005 -2.3080 0.0 3.3 -1.7 0.00
Sr 0.3951 -0.4366 -0.6876 0.6 0.0 -0.3 1.21
C 2.2913 -1.4816 -2.4280 3.3 -1.9 -2.0 0.00
C -1.5760 -1.4030 -2.2517 -3.6 -2.0 -2.3 -0.02
O 3.1653 -1.9862 -2.9682 -2.9 1.7 1.7 0.15
O -2.4658 -1.8641 -2.8118 3.2 1.7 2.0 0.15
N 0.2721 1.3109 2.2529 -1.2 -0.4 0.1 0.13
C -0.6124 0.4263 1.7110 1.1 0.3 0.3 -0.97
N -0.2495 -0.9214 1.9097 -1.0 0.3 0.2 0.00
S -1.7561 0.8703 0.5495 0.1 -0.2 0.8 0.66
H 0.7772 1.0667 3.1026 0.0 0.0 -0.2 0.14
H 0.0200 2.2957 2.1880 0.1 -0.2 -0.1 0.13
H -1.0433 -1.5688 1.8059 0.3 0.4 0.1 0.13
H 0.2546 -1.1196 2.7784 0.0 0.0 -0.3 0.13
```
Positions in Å, forces in eV/Å.

For the energy above the lowest of the compared OMol25 structures with the same formula, charge and spin, the calculation gives 0.0 kcal/mol. Its total charge is +2. As for the spin multiplicity: 1.

Formula: C5H6O2S
Source: the OMol25 dataset
Level of theory: ωB97M-V with the def2-TZVPD basis set

XYZ file:
```
14
Properties=species:S:1:pos:R:3:forces:R:3:lowdin_charge:R:1
C -0.4641 0.6018 1.7241 -0.1 -0.3 -0.1 -0.89
C -0.4630 -1.3582 0.1120 -0.2 -0.6 0.2 -0.09
C 0.5724 -0.4688 -0.4647 0.0 -0.4 -0.1 -0.20
C 0.8449 0.5211 -1.5856 0.9 0.5 0.0 0.02
C -0.0808 0.8562 -0.4733 -0.6 0.0 -0.2 -0.29
H -1.3743 -1.4748 -0.4801 0.2 0.0 0.0 0.13
H -0.1348 -2.3461 0.4947 -0.1 0.6 -0.3 0.14
H 1.4141 -0.4415 0.2106 0.3 0.0 0.1 0.15
H 1.8910 0.8891 -1.5904 -0.9 -0.4 0.0 0.13
H 0.3856 0.4686 -2.5649 0.0 0.0 0.1 0.11
H -1.1308 0.8399 -0.7701 0.2 -0.1 -0.2 0.17
O -0.8791 -0.6355 1.3385 0.1 0.6 0.4 -0.09
O 0.0233 1.4648 0.7781 0.2 0.2 0.4 -0.02
S -0.6044 1.0835 3.2710 0.0 -0.1 -0.2 0.73
```
Positions in Å, forces in eV/Å.

For the energy above the lowest of the compared OMol25 structures with the same formula, charge and spin, the calculation gives 67.3 kcal/mol. Its total charge is 0. As for the spin multiplicity: 1. Its SMILES is S=C1OC[C@H]2C[C@@H]2O1.

Formula: C2H2ClF2I
Source: the OMol25 dataset
Level of theory: ωB97M-V with the def2-TZVPD basis set

XYZ file:
```
8
Properties=species:S:1:pos:R:3:forces:R:3:lowdin_charge:R:1
C -1.3572 0.1399 -0.0189 2.6 -0.2 4.5 -0.06
C -1.2196 -0.3523 2.0843 1.6 0.7 -5.3 -1.37
F -0.1827 0.7382 -0.3552 -1.2 0.0 0.0 -0.05
F -2.3106 0.2008 2.4649 -2.6 0.5 1.6 -0.07
Cl 0.1309 0.5362 2.6659 0.6 0.2 0.3 0.62
I -1.0253 -2.4251 2.3019 -0.2 -0.3 0.2 0.84
H -1.4698 -0.7807 -0.4238 0.2 -2.9 -1.4 0.03
H -2.2644 0.6470 -0.0381 -1.0 1.9 0.0 0.07
```
Positions in Å, forces in eV/Å.

For the energy above the lowest of the compared OMol25 structures with the same formula, charge and spin, the calculation gives 60.7 kcal/mol. Its total charge is 0. As for the spin multiplicity: 1.

Formula: C3H4BrIO
Source: the OMol25 dataset
Level of theory: ωB97M-V with the def2-TZVPD basis set

XYZ file:
```
10
Properties=species:S:1:pos:R:3:forces:R:3:lowdin_charge:R:1
C -0.2742 -1.1114 1.1703 4.4 -1.3 1.2 -0.13
C 0.1483 -0.4425 -0.0657 0.5 2.0 0.9 -0.24
C 4.1250 0.5860 -0.7335 -0.2 -0.4 -0.5 -1.14
O 0.0989 -1.8099 -0.0240 0.0 -1.0 -0.9 -0.10
Br 4.5848 2.0901 0.2412 0.0 -0.2 0.4 0.52
I 3.9927 -1.2446 0.2932 0.1 0.6 0.1 0.68
H 0.6165 -1.3110 1.9151 -2.4 0.7 -0.8 0.13
H -1.2769 -1.3255 1.4216 -0.9 0.4 0.6 0.09
H 1.0983 0.1368 -0.1949 -0.5 -1.0 0.4 0.09
H -0.6581 0.0910 -0.4788 -1.0 0.3 -1.3 0.09
```
Positions in Å, forces in eV/Å.

For the energy above the lowest of the compared OMol25 structures with the same formula, charge and spin, the calculation gives 100.5 kcal/mol. Its total charge is 0. As for the spin multiplicity: 1.

Formula: C5H12N2
Source: the OMol25 dataset
Level of theory: ωB97M-V with the def2-TZVPD basis set

XYZ file:
```
19
Properties=species:S:1:pos:R:3:forces:R:3:lowdin_charge:R:1
C -0.0714 1.7634 2.1404 -1.8 -1.1 -0.8 -0.08
C -0.4219 0.8616 0.8012 0.6 0.5 -0.1 -0.38
C 0.8453 -0.0832 0.4419 1.7 -1.3 0.5 -0.18
C 0.7552 -1.3977 -0.5046 -2.8 1.3 0.8 -0.24
C 0.6179 -0.4929 -2.7246 -1.2 -0.2 2.0 -0.08
N -0.0569 -1.0121 -1.7499 1.3 -0.4 -0.5 -0.04
N -1.6765 0.0086 1.0297 2.5 0.9 -1.5 0.02
H -0.4794 1.1363 3.0206 0.7 1.3 -1.1 0.08
H 0.9865 1.9608 2.2816 0.2 -0.4 -0.1 0.04
H -0.5444 2.8010 2.0529 0.2 -1.6 0.3 0.08
H -0.5749 1.6338 -0.0446 0.1 -1.4 1.1 0.12
H 1.1065 -0.6399 1.4023 -0.1 1.2 -0.7 0.10
H 1.8526 0.4421 0.0734 -2.5 -0.4 1.0 0.13
H 0.2906 -2.2348 0.1369 -0.2 1.4 -1.4 0.11
H 1.7260 -1.8153 -0.6897 0.8 0.4 -0.6 0.07
H 1.6680 -0.3106 -2.5006 0.4 0.0 -0.9 0.06
H 0.1136 -0.0877 -3.6479 0.6 -0.6 1.1 0.08
H -2.2136 -0.0114 0.1508 0.0 0.0 1.2 0.07
H -2.1472 0.2427 1.8810 -0.5 0.3 -0.1 0.04
```
Positions in Å, forces in eV/Å.

For the energy above the lowest of the compared OMol25 structures with the same formula, charge and spin, the calculation gives 64.6 kcal/mol. Its total charge is 0. As for the spin multiplicity: 1. Its SMILES is C=NCC[C@H](C)N.

What HOMO-LUMO gap values result from the calculations? In sequence: 4.952, 8.994, 9.316, 9.220, 7.460, 10.184 eV.
What total energy values result from the calculations? In sequence: -1486.5566, -918.4249, -742.6776, -1034.9180, -3063.4587, -307.1264 hartree.